Record 1
{"formula": "C38H49Br2Cl64FO8PS", "method": "ωB97M-V with the def2-TZVPD basis set", "elements": ["C", "C", "O", "O", "C", "C", "C", "C", "C", "C", "C", "C", "C", "C", "C", "O", "F", "O", "P", "Cl", "C", "C", "O", "Br", "C", "S", "O", "O", "O", "C", "Br", "H", "H", "H", "H", "H", "H", "H", "H", "H", "H", "H", "H", "H", "H", "H", "H", "H", "H", "H", "H", "H", "H", "H", "H", "H", "H", "H", "H", "C", "Cl", "Cl", "Cl", "H", "C", "Cl", "Cl", "Cl", "H", "C", "Cl", "Cl", "Cl", "H", "C", "Cl", "Cl", "Cl", "H", "C", "Cl", "Cl", "Cl", "H", "C", "Cl", "Cl", "Cl", "H", "C", "Cl", "Cl", "Cl", "H", "C", "Cl", "Cl", "Cl", "H", "C", "Cl", "Cl", "Cl", "H", "C", "Cl", "Cl", "Cl", "H", "C", "Cl", "Cl", "Cl", "H", "C", "Cl", "Cl", "Cl", "H", "C", "Cl", "Cl", "Cl", "H", "C", "Cl", "Cl", "Cl", "H", "C", "Cl", "Cl", "Cl", "H", "C", "Cl", "Cl", "Cl", "H", "C", "Cl", "Cl", "Cl", "H", "C", "Cl", "Cl", "Cl", "H", "C", "Cl", "Cl", "Cl", "H", "C", "Cl", "Cl", "Cl", "H", "C", "Cl", "Cl", "Cl", "H"], "xyz": [[6.490, -3.722, 3.051], [7.543, -3.969, 2.013], [8.282, -3.108, 1.609], [7.607, -5.244, 1.578], [7.585, -5.368, 0.136], [6.226, -5.060, -0.459], [5.278, -6.250, -0.614], [4.154, -5.893, -1.592], [2.825, -6.569, -1.230], [2.046, -5.741, -0.215], [1.233, -4.560, -0.786], [1.201, -3.381, 0.205], [1.920, -2.111, -0.294], [2.456, -1.272, 0.876], [1.417, -0.731, 1.801], [0.413, -1.262, 2.157], [1.713, 0.476, 2.318], [3.090, -2.500, -1.012], [3.397, -1.446, -2.358], [3.439, -3.139, -3.723], [3.559, -0.113, -3.734], [3.445, -0.496, -5.158], [4.316, -0.611, -5.946], [1.582, -0.750, -5.788], [5.266, -1.570, -1.952], [6.518, -1.662, -3.203], [7.743, -1.184, -2.600], [6.568, -2.971, -3.794], [1.672, -1.394, -2.566], [1.049, -1.389, -1.361], [0.541, 0.493, -0.975], [5.771, -4.536, 3.062], [6.000, -2.782, 2.803], [6.941, -3.602, 4.033], [7.861, -6.393, -0.101], [8.356, -4.730, -0.280], [5.733, -4.262, 0.102], [6.403, -4.654, -1.458], [4.851, -6.505, 0.360], [5.865, -7.107, -0.949], [4.431, -6.212, -2.596], [4.031, -4.815, -1.582], [2.247, -6.744, -2.138], [3.054, -7.541, -0.785], [2.726, -5.408, 0.572], [1.338, -6.410, 0.284], [1.572, -4.254, -1.773], [0.207, -4.915, -0.900], [0.178, -3.074, 0.418], [1.681, -3.655, 1.138], [3.043, -1.957, 1.497], [3.155, -0.513, 0.537], [3.347, -0.302, -1.495], [2.721, 0.551, -3.528], [4.467, 0.474, -3.602], [5.559, -0.760, -1.289], [5.425, -2.506, -1.424], [6.180, -0.756, -4.149], [0.121, -1.948, -1.447], [-3.244, -2.474, -2.821], [-2.216, -2.501, -1.391], [-2.582, -1.371, -4.029], [-3.453, -4.090, -3.492], [-4.218, -2.104, -2.524], [1.325, -3.475, 4.401], [0.792, -3.879, 6.042], [3.063, -3.148, 4.365], [0.914, -4.780, 3.296], [0.807, -2.581, 4.078], [-1.052, 4.226, 0.141], [-1.539, 5.618, -0.834], [-2.247, 2.946, -0.053], [0.551, 3.657, -0.309], [-1.027, 4.534, 1.176], [2.217, 7.840, -0.485], [1.573, 7.384, 1.093], [3.974, 8.005, -0.430], [1.725, 6.684, -1.713], [1.800, 8.805, -0.742], [-5.630, 0.745, -0.462], [-6.299, 2.204, -1.191], [-6.609, -0.675, -0.843], [-3.975, 0.529, -1.014], [-5.626, 0.875, 0.611], [-10.814, -1.415, -1.562], [-10.186, -1.326, 0.091], [-9.840, -0.439, -2.656], [-10.884, -3.085, -2.124], [-11.819, -1.015, -1.555], [4.525, 2.609, 1.891], [5.128, 1.448, 3.083], [5.800, 3.731, 1.408], [3.847, 1.775, 0.501], [3.732, 3.182, 2.354], [-2.727, 9.607, -0.892], [-1.131, 8.868, -0.844], [-2.663, 11.190, -1.682], [-3.880, 8.535, -1.681], [-3.058, 9.761, 0.126], [-1.104, 7.072, 3.904], [0.447, 6.240, 4.054], [-0.909, 8.628, 3.094], [-2.283, 6.069, 3.057], [-1.485, 7.251, 4.900], [-2.882, 11.050, -5.472], [-3.879, 12.404, -6.015], [-3.748, 9.527, -5.635], [-1.351, 11.006, -6.346], [-2.664, 11.196, -4.423], [11.391, -4.217, 0.373], [12.056, -5.375, 1.532], [12.519, -2.888, 0.105], [10.986, -5.014, -1.146], [10.475, -3.808, 0.790], [0.180, 2.880, -5.116], [1.351, 3.683, -4.064], [-0.829, 1.774, -4.204], [-0.799, 4.073, -5.984], [0.732, 2.300, -5.845], [-5.842, -4.557, -6.847], [-4.936, -3.135, -6.351], [-4.917, -6.030, -6.542], [-7.408, -4.624, -6.031], [-6.024, -4.491, -7.910], [-4.728, 4.289, -4.691], [-3.874, 5.717, -4.098], [-4.091, 2.828, -3.954], [-6.468, 4.437, -4.407], [-4.569, 4.228, -5.759], [5.588, -5.940, 6.809], [6.782, -4.651, 6.644], [3.971, -5.268, 7.007], [5.650, -7.037, 5.431], [5.832, -6.503, 7.700], [-0.724, 5.350, 7.798], [0.702, 6.377, 7.701], [-2.121, 6.130, 7.049], [-0.400, 3.793, 7.038], [-0.954, 5.188, 8.842], [-14.081, -4.003, 1.079], [-13.785, -5.338, 2.189], [-12.673, -2.949, 0.967], [-14.530, -4.611, -0.521], [-14.912, -3.425, 1.461], [-17.209, -3.629, -2.864], [-17.562, -5.357, -2.834], [-16.715, -3.115, -4.476], [-18.598, -2.695, -2.303], [-16.388, -3.445, -2.186], [-7.027, 11.520, -0.714], [-8.589, 10.737, -0.945], [-5.955, 10.492, 0.243], [-6.300, 11.932, -2.265], [-7.189, 12.436, -0.163], [-1.874, 0.659, 8.910], [-1.985, -0.818, 7.961], [-3.468, 1.185, 9.459], [-0.781, 0.446, 10.279], [-1.464, 1.433, 8.278], [6.419, 0.057, 6.935], [7.103, -1.062, 8.117], [7.621, 1.240, 6.422], [5.768, -0.816, 5.552], [5.605, 0.589, 7.409]], "gap_ha": 0.29157, "lumo_ev": 1.04, "total_charge": -1}

---

Record 2
{"formula": "C25H22Br4Cl2FN3O4", "method": "ωB97M-V with the def2-TZVPD basis set", "elements": ["C", "C", "C", "C", "C", "C", "C", "C", "C", "N", "C", "C", "C", "C", "Cl", "C", "C", "Cl", "C", "C", "C", "O", "N", "C", "O", "N", "C", "O", "F", "C", "O", "H", "H", "H", "H", "H", "H", "H", "H", "H", "H", "H", "H", "H", "H", "Br", "C", "C", "Br", "H", "H", "H", "H", "Br", "C", "C", "Br", "H", "H", "H", "H"], "xyz": [[2.274, 4.402, -0.809], [2.489, 3.410, -0.188], [2.653, 2.100, 0.421], [1.436, 1.216, 0.237], [0.522, 1.399, -0.785], [-0.570, 0.558, -0.956], [-1.490, 0.849, -2.087], [-2.384, 1.910, -2.008], [-3.247, 2.154, -3.058], [-3.298, 1.469, -4.204], [-2.424, 0.456, -4.253], [-1.538, 0.100, -3.257], [-0.805, -0.524, -0.088], [-1.953, -1.471, -0.380], [-1.366, -3.169, -0.414], [-3.196, -1.391, 0.527], [-3.368, -0.094, 1.295], [-4.632, -1.559, -0.583], [0.099, -0.658, 0.971], [1.188, 0.175, 1.122], [1.960, -0.247, 2.336], [2.815, 0.342, 2.921], [1.393, -1.483, 2.754], [2.270, -2.600, 2.854], [2.118, -3.465, 3.648], [3.388, -2.522, 1.949], [3.248, -3.332, 0.797], [2.718, -4.378, 0.712], [3.837, -2.763, -0.235], [0.105, -1.631, 2.117], [-0.745, -2.348, 2.528], [2.200, 5.349, -1.281], [3.556, 1.616, 0.061], [2.774, 2.252, 1.490], [0.682, 2.207, -1.483], [-2.409, 2.544, -1.135], [-3.952, 2.971, -2.958], [-2.422, -0.128, -5.165], [-0.893, -0.752, -3.395], [-2.281, -1.290, -1.390], [-3.238, -2.248, 1.183], [-2.966, -0.209, 2.292], [-2.968, 0.771, 0.777], [-4.434, 0.078, 1.413], [4.215, -2.798, 2.470], [-0.752, 1.101, 3.912], [-2.131, 1.996, 4.952], [-2.186, 3.469, 4.649], [-0.718, 4.432, 5.484], [-1.919, 1.788, 5.995], [-3.066, 1.514, 4.670], [-3.093, 3.906, 5.061], [-2.134, 3.677, 3.585], [1.442, -1.951, -2.930], [2.672, -2.955, -4.051], [3.707, -2.060, -4.678], [2.968, -1.028, -6.152], [2.070, -3.479, -4.785], [3.144, -3.676, -3.386], [4.509, -2.654, -5.112], [4.123, -1.348, -3.974]], "gap_ha": 0.33566, "lumo_ev": -0.83, "total_charge": 0}

---

Record 3
{"formula": "C10H22BrN3O3", "method": "ωB97M-V with the def2-TZVPD basis set", "elements": ["C", "C", "O", "C", "C", "O", "C", "C", "O", "C", "N", "C", "N", "C", "C", "N", "H", "H", "H", "H", "H", "H", "H", "H", "H", "H", "H", "H", "H", "H", "H", "H", "H", "H", "H", "H", "H", "H", "Br"], "xyz": [[4.005, -1.990, -0.168], [4.273, -0.724, -0.993], [3.156, -0.256, -1.725], [2.110, 0.246, -0.908], [2.064, 1.783, -1.016], [0.809, 2.339, -1.390], [-0.262, 1.930, -0.577], [-0.084, 2.147, 0.943], [-0.066, 0.898, 1.626], [-1.280, 0.491, 2.145], [-1.642, -0.873, 1.656], [-2.418, -1.051, 0.603], [-3.808, -0.846, 0.645], [-4.233, -0.594, -0.737], [-3.145, -1.276, -1.572], [-2.065, -1.416, -0.592], [4.378, -2.892, -0.639], [4.510, -1.877, 0.789], [2.956, -2.103, 0.079], [4.743, 0.060, -0.397], [5.017, -0.991, -1.739], [2.230, -0.016, 0.142], [1.189, -0.226, -1.247], [2.754, 2.050, -1.809], [2.468, 2.250, -0.119], [-0.562, 0.895, -0.752], [-1.113, 2.534, -0.891], [-0.885, 2.792, 1.294], [0.840, 2.655, 1.193], [-1.171, 0.371, 3.264], [-2.115, 1.149, 1.902], [-1.318, -1.677, 2.178], [-4.267, -1.689, 0.985], [-5.169, -1.069, -1.006], [-4.388, 0.472, -0.883], [-2.898, -0.859, -2.538], [-3.529, -2.280, -1.770], [-1.146, -1.128, -0.918], [0.059, 0.768, 4.946]], "de_lowest_kj_mol": 112.5, "gap_ha": 0.19124, "lumo_ev": -1.31, "total_charge": 0}

---

Record 4
{"formula": "C4H13NO3", "method": "ωB97M-V with the def2-TZVPD basis set", "elements": ["C", "C", "C", "O", "N", "C", "H", "H", "H", "H", "H", "H", "H", "H", "H", "O", "H", "H", "O", "H", "H"], "xyz": [[2.160, 0.685, -0.773], [1.074, 1.758, -0.726], [-0.271, 1.132, -0.827], [-0.426, 0.065, -1.442], [-1.191, 1.388, 0.144], [-2.533, 0.793, 0.044], [3.029, 1.017, -0.242], [1.866, -0.272, -0.354], [2.292, 0.390, -1.816], [1.164, 2.581, -1.463], [1.133, 2.303, 0.215], [-1.214, 2.279, 0.614], [-2.455, -0.306, 0.218], [-2.956, 0.995, -0.956], [-3.116, 1.063, 0.911], [1.251, -2.746, -0.068], [1.207, -1.796, -0.216], [0.736, -3.207, -0.733], [-0.472, -2.494, 2.765], [-0.011, -3.282, 2.460], [-1.267, -2.346, 2.245]], "de_lowest_kj_mol": 123.7, "gap_ha": 0.38922, "lumo_ev": 0.70, "total_charge": 0}

---

Record 5
{"formula": "C5H6N", "method": "ωB97M-V with the def2-TZVPD basis set", "elements": ["C", "C", "C", "C", "C", "N", "H", "H", "H", "H", "H", "H"], "xyz": [[1.770, 0.696, 0.140], [2.295, -0.463, 0.099], [0.502, 1.215, 0.044], [1.178, -1.238, -0.125], [-1.631, 0.260, 0.077], [-0.272, 0.152, -0.010], [0.238, 2.273, 0.076], [1.156, -1.724, -1.105], [0.744, -1.861, 0.635], [-2.108, -0.435, -0.671], [-1.981, 1.199, -0.368], [-1.892, -0.075, 1.207]], "de_lowest_kj_mol": 663.1, "gap_ha": 0.32998, "lumo_ev": -6.24, "total_charge": 1}

---

Record 6
{"formula": "C5H6O", "method": "ωB97M-V with the def2-TZVPD basis set", "elements": ["O", "C", "C", "C", "C", "C", "H", "H", "H", "H", "H", "H"], "xyz": [[-1.150, -2.275, 0.280], [-0.557, -1.243, 0.143], [0.872, -0.864, -0.306], [0.571, 0.550, 0.271], [-0.656, 1.163, -0.568], [-0.830, 0.168, 0.547], [1.617, -1.399, 0.292], [1.096, -1.015, -1.371], [1.244, 1.149, 0.853], [0.132, 1.095, -1.292], [-1.003, 2.153, -0.285], [-1.335, 0.518, 1.436]], "de_lowest_kj_mol": 302.4, "gap_ha": 0.37251, "lumo_ev": 0.99, "total_charge": 0}

---

Record 7
{"formula": "C2H9NO3", "method": "ωB97M-V with the def2-TZVPD basis set", "elements": ["O", "C", "C", "N", "H", "H", "H", "H", "H", "H", "H", "O", "H", "H", "O"], "xyz": [[-1.619, -0.400, -0.407], [-0.699, -0.003, 0.444], [0.279, -1.152, 0.752], [1.056, -0.687, 1.837], [-1.137, 0.369, 1.394], [-0.258, -2.061, 1.023], [0.905, -1.293, -0.135], [1.616, 0.086, 1.452], [1.565, -1.407, 2.343], [-1.444, 0.499, -1.559], [-0.056, 0.821, 0.006], [-1.123, 1.209, -2.199], [2.416, 1.345, -0.398], [-1.511, 1.063, -3.041], [1.805, 0.701, 0.010]], "de_lowest_kj_mol": 769.1, "gap_ha": 0.21262, "lumo_ev": -4.08, "total_charge": 0}

---

Record 8
{"formula": "C62H46Cl4N6NaSe", "method": "ωB97M-V with the def2-TZVPD basis set", "elements": ["Na", "Cl", "C", "C", "C", "C", "C", "C", "C", "C", "C", "C", "C", "C", "C", "C", "C", "C", "Cl", "C", "C", "C", "N", "C", "C", "C", "C", "C", "C", "Cl", "C", "C", "C", "C", "C", "C", "N", "C", "C", "C", "C", "C", "N", "C", "C", "C", "C", "Cl", "C", "C", "C", "C", "N", "H", "H", "H", "H", "H", "H", "H", "H", "H", "H", "H", "H", "H", "H", "H", "H", "H", "H", "H", "H", "H", "H", "H", "H", "C", "C", "C", "C", "C", "C", "C", "C", "C", "C", "H", "H", "H", "H", "H", "H", "H", "H", "H", "H", "H", "H", "H", "H", "C", "N", "C", "Se", "N", "C", "C", "C", "C", "C", "C", "H", "H", "H", "H", "H", "H", "H", "H"], "xyz": [[0.112, 0.413, 1.495], [-7.318, 6.108, 3.232], [-5.947, 5.090, 2.868], [-5.826, 4.533, 1.609], [-4.735, 3.722, 1.330], [-3.764, 3.458, 2.291], [-3.914, 4.037, 3.551], [-4.996, 4.852, 3.846], [-2.602, 2.566, 2.005], [-2.890, 1.183, 1.902], [-4.216, 0.591, 1.974], [-4.040, -0.754, 1.993], [-2.605, -0.987, 1.946], [-1.978, -2.255, 2.096], [-2.895, -3.429, 2.138], [-3.689, -3.743, 1.037], [-4.569, -4.815, 1.061], [-4.654, -5.588, 2.205], [-5.777, -6.925, 2.257], [-3.870, -5.313, 3.311], [-2.998, -4.236, 3.270], [-0.596, -2.523, 2.201], [0.396, -1.602, 2.097], [1.578, -2.259, 2.079], [2.836, -1.652, 1.818], [3.982, -2.578, 1.591], [4.589, -2.638, 0.335], [5.646, -3.497, 0.080], [6.102, -4.322, 1.095], [7.432, -5.411, 0.786], [5.520, -4.293, 2.349], [4.468, -3.420, 2.587], [3.099, -0.270, 1.650], [4.416, 0.307, 1.389], [4.245, 1.646, 1.310], [2.824, 1.903, 1.534], [2.188, 0.727, 1.730], [2.213, 3.174, 1.570], [0.826, 3.442, 1.732], [0.274, 4.745, 2.081], [-1.061, 4.575, 2.226], [-1.329, 3.167, 1.975], [-0.171, 2.538, 1.655], [3.103, 4.364, 1.478], [2.888, 5.351, 0.515], [3.711, 6.463, 0.418], [4.766, 6.601, 1.302], [5.808, 7.996, 1.189], [5.000, 5.651, 2.281], [4.169, 4.544, 2.361], [1.331, -3.703, 2.170], [-0.007, -3.861, 2.262], [-1.962, 0.200, 1.872], [-6.575, 4.735, 0.855], [-4.633, 3.290, 0.342], [-3.169, 3.836, 4.310], [-5.107, 5.291, 4.828], [-5.155, 1.120, 2.008], [-4.810, -1.507, 2.059], [-3.608, -3.132, 0.146], [-5.182, -5.053, 0.202], [-3.948, -5.931, 4.196], [-2.388, -4.006, 4.135], [4.210, -2.001, -0.454], [6.112, -3.534, -0.895], [5.889, -4.943, 3.131], [4.023, -3.383, 3.574], [5.343, -0.238, 1.308], [5.002, 2.385, 1.100], [0.838, 5.652, 2.232], [-1.787, 5.323, 2.502], [2.060, 5.244, -0.175], [3.538, 7.215, -0.341], [5.815, 5.784, 2.980], [4.336, 3.805, 3.134], [2.065, -4.491, 2.132], [-0.544, -4.794, 2.315], [-3.460, 1.163, -2.652], [-2.350, 0.118, -2.575], [-2.643, -0.887, -1.454], [-0.969, 0.713, -2.384], [-0.755, 1.944, -1.799], [0.530, 2.440, -1.623], [1.641, 1.726, -2.038], [3.032, 2.292, -1.940], [1.426, 0.473, -2.597], [0.146, -0.019, -2.767], [-4.389, 0.705, -2.999], [-3.201, 1.972, -3.337], [-3.653, 1.595, -1.668], [-2.329, -0.428, -3.524], [-2.758, -0.368, -0.501], [-1.820, -1.597, -1.338], [-3.564, -1.442, -1.658], [-1.592, 2.534, -1.443], [0.660, 3.395, -1.127], [3.321, 2.751, -2.890], [3.759, 1.513, -1.707], [3.099, 3.056, -1.165], [2.279, -0.126, -2.894], [0.000, -0.987, -3.209], [2.655, -3.030, -3.731], [1.222, -3.149, -3.882], [0.361, -3.445, -2.861], [0.747, -3.765, -1.121], [-0.886, -3.427, -3.417], [-0.831, -3.134, -4.769], [-1.805, -3.010, -5.742], [-1.381, -2.715, -7.032], [-0.030, -2.553, -7.331], [0.948, -2.678, -6.351], [0.523, -2.965, -5.067], [2.870, -2.861, -2.678], [3.011, -2.188, -4.324], [3.160, -3.942, -4.052], [-1.705, -3.582, -2.854], [-2.853, -3.137, -5.506], [-2.116, -2.610, -7.819], [0.267, -2.327, -8.347], [1.996, -2.554, -6.583]], "de_lowest_kj_mol": 6.9, "gap_ha": 0.20078, "lumo_ev": 1.62, "total_charge": -1}

---

Number 1: E_HOMO -0.253 Eh. Number 2: E_HOMO -0.366 Eh. Number 3: E_HOMO -0.239 Eh. Number 4: E_HOMO -0.363 Eh. Number 5: E_HOMO -0.559 Eh. Number 6: E_HOMO -0.336 Eh. Number 7: E_HOMO -0.363 Eh. Number 8: E_HOMO -0.141 Eh.